1.
Formula: C14H27NO3
Source: the OMol25 dataset
Level of theory: the ωB97M-V functional and the def2-TZVPD basis

Output
**Electronic energy**: -830.09350 Ha
**Relative energy (zero: lowest compared OMol25 entry of this formula, charge and spin)**: 70.71 kJ/mol
**Kohn-Sham gap**: 10.08 eV
**Max |F|**: 4.9 eV/Å
**SMILES string**: CN(C)C(=O)C[C@H]1CCOC1=O.CCCCCC

Element x y z (Å)
1 C -3.6343 3.2545 2.0628
2 N -3.1325 3.9239 0.8591
3 C -2.4620 5.2024 1.1634
4 C -2.4736 3.0597 -0.0229
5 O -2.9158 1.9532 -0.1548
6 C -1.2543 3.4111 -0.8948
7 C 0.0596 2.6703 -0.4975
8 C 1.1773 3.4224 0.2648
9 C 0.6738 3.1876 1.7352
10 O 0.1251 1.8612 1.7041
11 C -0.0167 1.4109 0.3975
12 O -0.1310 0.3077 0.1067
13 H -2.8295 2.8451 2.7054
14 H -4.2038 3.9862 2.6657
15 H -4.3304 2.4374 1.8319
16 H -2.4674 5.3409 2.2635
17 H -3.0975 6.0230 0.7763
18 H -1.4135 5.2910 0.8538
19 H -1.0393 4.4949 -0.9549
20 H -1.5054 3.1126 -1.9260
21 H 0.5183 2.4053 -1.4676
22 H 2.0239 2.7052 0.2203
23 H 1.4000 4.4701 0.0267
24 H 1.4142 3.3289 2.5348
25 H -0.1540 3.9226 1.8303
26 C 1.9809 -2.3059 0.5576
27 C 2.1318 -2.7440 -0.8952
28 C 0.8641 -3.3744 -1.4704
29 C 0.4064 -4.6601 -0.7791
30 C 1.4375 -5.7883 -0.7569
31 C 1.8253 -6.2800 -2.1471
32 H 1.7780 -3.1526 1.2165
33 H 2.9012 -1.8303 0.9057
34 H 1.1690 -1.5844 0.6617
35 H 2.9771 -3.4332 -0.9862
36 H 2.3853 -1.8673 -1.4987
37 H 1.0198 -3.5681 -2.5363
38 H 0.0503 -2.6443 -1.4148
39 H -0.4998 -5.0176 -1.2802
40 H 0.1090 -4.4351 0.2493
41 H 1.0168 -6.6283 -0.1959
42 H 2.3336 -5.4760 -0.2129
43 H 0.9489 -6.6380 -2.6923
44 H 2.5344 -7.1072 -2.0724
45 H 2.2994 -5.4931 -2.7363

=====

2.
Formula: C14H28AlBr6ClIO2
Source: the OMol25 dataset
Level of theory: the ωB97M-V functional and the def2-TZVPD basis

Output
**Electronic energy**: -17145.10914 Ha
**Kohn-Sham gap**: 6.94 eV
**Net charge**: -1
**Max |F|**: 8.4 eV/Å

Element x y z (Å)
1 C 2.0104 6.0554 2.4326
2 C 1.4032 4.5627 2.0567
3 C 0.2469 4.7333 0.8812
4 Cl -1.3321 5.1966 1.7943
5 Al -0.1195 2.8848 0.0348
6 I -2.2604 2.8759 -1.4450
7 C 1.5453 2.1189 -0.9758
8 C 2.3295 1.1840 0.1272
9 C 3.2155 -0.0379 -0.5040
10 C 2.3892 -1.4123 -0.8382
11 O 1.9485 -2.1845 0.3296
12 C 0.6479 -1.7558 0.8507
13 O -0.3019 -1.0732 0.2104
14 H 1.2743 6.9331 2.0973
15 H 3.0214 6.1729 1.8378
16 H 2.2465 6.1627 3.5926
17 H 2.2939 3.8738 1.7243
18 H 0.8841 4.1402 3.0421
19 H 0.5260 5.5395 0.0796
20 H -0.3820 1.8631 1.2543
21 H 2.2289 3.0050 -1.3930
22 H 1.2171 1.4060 -1.8530
23 H 3.1057 1.9096 0.6719
24 H 1.5552 0.8765 0.9480
25 H 3.7145 0.3344 -1.5226
26 H 4.1235 -0.2951 0.2105
27 H 1.5451 -1.1663 -1.6215
28 H 3.1556 -2.1174 -1.4235
29 H 0.3798 -2.1076 1.9596
30 Br -5.1783 3.6219 -3.8190
31 C -4.6519 5.2760 -4.7076
32 C -3.5691 5.9918 -3.9341
33 Br -4.3030 6.9082 -2.3764
34 H -5.5595 5.8721 -4.8370
35 H -4.2832 4.9660 -5.6896
36 H -3.1184 6.7813 -4.5417
37 H -2.7821 5.3251 -3.5707
38 Br 0.0268 -5.4859 -0.6706
39 C -1.6490 -4.5548 -0.3131
40 C -2.7093 -5.5089 0.1852
41 Br -3.4547 -6.5621 -1.2777
42 H -1.9294 -4.0365 -1.2342
43 H -1.4046 -3.8150 0.4546
44 H -3.5585 -4.9593 0.6007
45 H -2.3399 -6.2169 0.9322
46 Br 0.5889 -5.7563 2.9991
47 C 1.4746 -7.4930 2.9529
48 C 0.7689 -8.4421 2.0125
49 Br -0.8621 -9.1487 2.8159
50 H 1.5198 -7.8562 3.9833
51 H 2.4892 -7.2851 2.6010
52 H 1.3898 -9.3196 1.8120
53 H 0.4830 -7.9803 1.0634

=====

3.
Formula: C14H28Br10O
Source: the OMol25 dataset
Level of theory: the ωB97M-V functional and the def2-TZVPD basis

Output
**Electronic energy**: -26365.53603 Ha
**Kohn-Sham gap**: 9.80 eV
**Max |F|**: 2.4 eV/Å
**SMILES string**: C1CCOC1.BrCCBr.BrCCBr.BrCCBr.BrCCBr.BrCCBr

Element x y z (Å)
1 C -5.7870 12.7558 -10.0947
2 C -6.0627 14.2271 -9.7119
3 C -5.8930 15.0451 -11.0072
4 O -5.7480 13.9532 -12.0269
5 C -6.2738 12.6763 -11.4768
6 H -6.3912 12.1106 -9.4569
7 H -4.7243 12.5243 -10.0229
8 H -5.3164 14.6047 -9.0129
9 H -7.0670 14.2087 -9.2886
10 H -5.0521 15.7339 -10.9261
11 H -6.7009 15.7502 -11.2027
12 H -6.0468 11.7826 -12.0580
13 H -7.3626 12.6652 -11.4274
14 Br -2.7254 9.9469 -13.5624
15 C -2.5346 11.7645 -12.7612
16 C -1.0952 11.6367 -12.2057
17 Br -0.4601 13.4511 -11.5144
18 H -3.3153 11.9848 -12.0331
19 H -2.5543 12.4607 -13.5997
20 H -0.4219 11.3577 -13.0162
21 H -1.0741 10.9219 -11.3832
22 Br -10.6125 14.2868 -7.0643
23 C -10.4405 12.3717 -6.7385
24 C -9.7913 11.6430 -8.0492
25 Br -9.4540 9.7477 -7.7081
26 H -11.3804 11.9254 -6.4137
27 H -9.8379 12.2474 -5.8388
28 H -8.9076 12.1384 -8.4513
29 H -10.4978 11.8175 -8.8607
30 Br -8.7048 10.5140 -12.8951
31 C -8.8927 11.1036 -14.8933
32 C -9.8543 10.2060 -15.7872
33 Br -9.6905 10.7989 -17.6978
34 H -7.8773 11.1469 -15.2873
35 H -9.2110 12.1427 -14.9773
36 H -10.9154 10.3312 -15.5716
37 H -9.6483 9.1464 -15.6361
38 Br -3.0112 17.8320 -5.1335
39 C -3.8848 16.0624 -4.6292
40 C -5.0089 15.8048 -5.7290
41 Br -5.7085 13.9612 -5.4435
42 H -4.3539 16.1693 -3.6511
43 H -3.1643 15.2474 -4.5607
44 H -4.6701 15.8005 -6.7649
45 H -5.7990 16.5509 -5.6451
46 Br -9.3938 14.7584 -11.7573
47 C -10.7626 16.1816 -11.6411
48 C -11.5045 16.2594 -13.0113
49 Br -12.9157 17.6999 -13.0022
50 H -10.1047 17.0299 -11.4523
51 H -11.3908 15.8679 -10.8074
52 H -12.0034 15.3260 -13.2720
53 H -10.8035 16.6810 -13.7318

=====

4.
Formula: C14H28Br14
Source: the OMol25 dataset
Level of theory: the ωB97M-V functional and the def2-TZVPD basis

Output
**Electronic energy**: -36586.04541 Ha
**Relative energy (zero: lowest compared OMol25 entry of this formula, charge and spin)**: 19.92 kJ/mol
**Expectation value of S²**: 0.756
**Kohn-Sham gap (spin up / spin down)**: 8.36 / 3.22 eV
**Net charge**: +1
**Max |F|**: 2.4 eV/Å
**Multiplicity**: 2

Element x y z (Å)
1 Br 31.1394 -6.4549 14.2651
2 C 32.1389 -5.6090 12.8026
3 C 32.1446 -6.7013 11.7400
4 Br 32.6758 -6.0087 10.0121
5 H 33.0625 -5.1817 13.1930
6 H 31.5680 -4.7385 12.4795
7 H 31.2201 -7.2769 11.6948
8 H 32.8554 -7.4860 11.9987
9 Br 32.5779 -9.9511 10.5327
10 C 31.0959 -11.2173 10.9962
11 C 29.8198 -10.3830 11.0534
12 Br 29.0309 -10.0480 9.1778
13 H 31.2610 -11.7127 11.9530
14 H 31.0085 -11.9950 10.2375
15 H 29.9367 -9.3881 11.4831
16 H 29.1461 -10.8396 11.7785
17 Br 33.2457 -14.3532 19.1005
18 C 31.3114 -14.5857 19.1200
19 C 30.9376 -14.5578 17.6577
20 Br 31.2418 -12.8030 16.7745
21 H 30.8381 -13.8357 19.7536
22 H 31.0657 -15.5869 19.4739
23 H 29.9145 -14.8730 17.4526
24 H 31.5204 -15.2316 17.0297
25 Br 37.9169 -13.5687 14.1835
26 C 38.9361 -12.3560 15.5006
27 C 38.3584 -12.6452 16.8285
28 Br 38.8006 -14.5678 17.2861
29 H 38.8171 -11.3930 15.0040
30 H 39.9333 -12.7951 15.4696
31 H 37.3084 -12.3623 16.9030
32 H 38.7794 -12.0410 17.6321
33 Br 38.7831 -6.9818 9.4924
34 C 36.9908 -7.7026 9.3271
35 C 35.9018 -6.9723 10.1429
36 Br 35.6548 -7.7709 11.9514
37 H 37.0419 -8.7140 9.7302
38 H 36.8856 -7.8381 8.2506
39 H 34.9438 -7.0484 9.6286
40 H 36.0973 -5.9025 10.2169
41 Br 36.1019 -10.8717 13.9247
42 C 34.2836 -10.1003 13.9526
43 C 33.3054 -11.1248 14.5813
44 Br 31.5541 -10.3777 14.6005
45 H 34.0307 -10.0521 12.8934
46 H 34.3915 -9.1173 14.4111
47 H 33.5876 -11.5239 15.5556
48 H 33.1930 -11.9689 13.9008
49 Br 32.8373 -14.3755 12.1581
50 C 31.5305 -15.7811 11.6832
51 C 30.1285 -15.1200 11.5386
52 Br 29.3056 -14.9808 13.3678
53 H 31.6904 -16.6125 12.3697
54 H 31.8237 -16.2860 10.7627
55 H 29.5480 -15.8548 10.9809
56 H 30.1398 -14.0899 11.1823

=====

5.
Formula: C14H28Br2N2O5P
Source: the OMol25 dataset
Level of theory: the ωB97M-V functional and the def2-TZVPD basis

Output
**Electronic energy**: -6525.44911 Ha
**Kohn-Sham gap**: 7.55 eV
**Net charge**: -1
**Max |F|**: 2.9 eV/Å

Element x y z (Å)
1 C -3.1518 3.2046 -0.3315
2 C -2.5177 1.8212 0.0757
3 C -3.5253 0.9886 0.9199
4 C -1.1170 2.0431 0.7907
5 C -0.4968 0.6043 0.9730
6 C 1.0248 0.6181 1.3156
7 N 1.4091 1.3307 2.5360
8 P 0.2471 1.4322 3.7837
9 N 0.3562 3.1128 4.2603
10 O 0.8050 0.6254 5.1774
11 C 1.7333 1.3283 0.0858
12 O 2.1354 0.6632 -0.8833
13 O 1.8793 2.5903 0.0719
14 C 1.6853 -0.8316 1.3738
15 Br 0.9113 -2.1146 0.1002
16 C 1.7256 -1.4962 2.7990
17 C 1.8296 -3.0770 2.7385
18 Br 3.3456 -0.9692 3.8358
19 H -3.0088 3.8965 0.5253
20 H -2.6621 3.5432 -1.2647
21 H -4.2408 3.0438 -0.4787
22 H -2.3131 1.2670 -0.8746
23 H -4.4089 0.7906 0.2582
24 H -3.9466 1.5562 1.7857
25 H -3.1586 -0.0077 1.2337
26 H -1.3582 2.5248 1.7624
27 H -0.5322 2.6677 0.0892
28 H -1.0843 0.0172 1.7170
29 H -0.7079 0.1011 0.0007
30 H 1.9303 2.1901 2.3596
31 H -0.4823 3.3930 4.7564
32 H 0.5570 3.7074 3.4593
33 H 0.0387 0.1208 5.4849
34 H 2.7461 -0.6899 1.0717
35 H 0.8007 -1.3188 3.3912
36 H 2.6134 -3.4275 2.0428
37 H 0.8437 -3.5609 2.6094
38 H 2.1782 -3.3703 3.7606
39 O -0.9165 -4.1007 -3.4061
40 C -0.1513 -3.2531 -3.7878
41 O -0.5197 -1.9624 -3.7914
42 C 0.3675 -0.8637 -4.0531
43 C 0.5016 -0.6152 -5.5420
44 C 1.1969 -3.6275 -4.3531
45 H 1.3304 -1.0119 -3.5632
46 H -0.0834 0.0094 -3.5833
47 H 0.9383 -1.4738 -6.0561
48 H 1.1310 0.2560 -5.7296
49 H -0.4798 -0.4436 -5.9890
50 H 1.0798 -3.9049 -5.4007
51 H 1.5759 -4.4827 -3.7946
52 H 1.9461 -2.8442 -4.2625

=====

6.
Formula: C14H28Cl14
Source: the OMol25 dataset
Level of theory: the ωB97M-V functional and the def2-TZVPD basis

Output
**Electronic energy**: -6992.93631 Ha
**Relative energy (zero: lowest compared OMol25 entry of this formula, charge and spin)**: 70.75 kJ/mol
**Kohn-Sham gap**: 10.29 eV
**Max |F|**: 1.8 eV/Å
**SMILES string**: ClCCCl.ClCCCl.ClCCCl.ClCCCl.ClCCCl.ClCCCl.ClCCCl

Element x y z (Å)
1 Cl -1.2659 5.6421 -4.7854
2 C -1.5571 3.8725 -4.9114
3 C -0.6774 3.0872 -3.9600
4 Cl -0.7983 3.6074 -2.2829
5 H -1.3970 3.6684 -5.9644
6 H -2.6068 3.6978 -4.6783
7 H 0.3700 3.2018 -4.2413
8 H -0.9178 2.0305 -4.1080
9 Cl -0.3694 -0.9706 0.9001
10 C 0.6629 -0.4818 -0.4778
11 C -0.1707 0.0155 -1.5991
12 Cl -1.0720 -1.2537 -2.4425
13 H 1.2936 -1.3102 -0.7842
14 H 1.3077 0.3047 -0.0969
15 H 0.4716 0.4969 -2.3469
16 H -0.8155 0.8602 -1.3631
17 Cl -7.3801 -0.3945 -2.0522
18 C -5.7960 -0.1260 -1.2579
19 C -5.0679 0.9808 -1.9979
20 Cl -3.5806 1.4355 -1.1347
21 H -5.3332 -1.0977 -1.4019
22 H -5.8779 0.1101 -0.2031
23 H -5.7231 1.8493 -1.9829
24 H -4.8337 0.7118 -3.0210
25 Cl 1.8465 2.7453 3.8103
26 C 2.9359 1.7783 2.7907
27 C 4.0538 1.1387 3.5782
28 Cl 3.7012 -0.4720 4.2326
29 H 3.3750 2.4603 2.0672
30 H 2.4008 0.9891 2.2678
31 H 4.4852 1.7631 4.3610
32 H 4.9391 1.0288 2.9471
33 Cl 7.7468 -2.5250 -1.4786
34 C 6.5027 -1.7304 -0.4571
35 C 5.6317 -0.9069 -1.3773
36 Cl 4.2041 -0.2789 -0.4749
37 H 7.0172 -1.1154 0.2717
38 H 5.9465 -2.5168 0.0427
39 H 5.2422 -1.4019 -2.2580
40 H 6.1827 -0.0339 -1.7234
41 Cl -5.4232 -3.9652 -0.0797
42 C -3.9287 -3.9834 -1.0447
43 C -2.7339 -3.4669 -0.2938
44 Cl -2.2547 -4.5902 1.0173
45 H -4.1143 -3.3078 -1.8827
46 H -3.7525 -4.9773 -1.4418
47 H -2.8667 -2.4911 0.1690
48 H -1.8650 -3.3355 -0.9329
49 Cl -0.0823 0.1614 7.2915
50 C 0.8338 -0.0512 5.7370
51 C -0.1443 -0.0022 4.5697
52 Cl -1.3631 -1.3132 4.7205
53 H 1.3485 -0.9881 5.8814
54 H 1.5168 0.7874 5.6897
55 H 0.3908 -0.2957 3.6701
56 H -0.6379 0.9587 4.5228